# 1
{"formula": "C4H6FN2", "method": "ωB97M-V with the def2-TZVPD basis set", "total_energy_ha": -365.0008, "total_charge": 1, "max_force_ev_per_a": 9.123, "smiles": "[H]/N=C(\\F)[N+]1=CCC1", "de_lowest_kcal_mol": 78.68, "e_lumo_ev": -6.824, "mol_weight_g_mol": 101.10, "elements": ["H", "N", "C", "F", "N", "C", "C", "C", "H", "H", "H", "H", "H"], "positions_angstrom": [[3.15097, -0.38371, -1.65550], [2.25409, -0.51682, -1.09705], [1.37606, 0.38108, -1.01001], [1.24917, 1.50822, -1.67818], [0.29782, 0.23061, -0.16126], [-0.18231, -1.08797, 0.58037], [-1.34065, -0.40376, 1.01734], [-0.99178, 0.81405, 0.19056], [0.23898, -2.09509, 0.66643], [-1.36503, -0.23817, 2.08936], [-2.20799, -1.00478, 0.79400], [-1.55513, 1.08747, -0.71731], [-0.92419, 1.70886, 0.98123]]}

=====

# 2
{"formula": "C4H7N2", "method": "ωB97M-V with the def2-TZVPD basis set", "total_energy_ha": -265.7361, "total_charge": 1, "max_force_ev_per_a": 4.620, "smiles": "[H]/N=C/[C@@]12C[C@@H]1[NH2+]2", "de_lowest_kcal_mol": 108.15, "e_lumo_ev": -4.235, "mol_weight_g_mol": 83.11, "elements": ["H", "N", "C", "C", "C", "C", "N", "H", "H", "H", "H", "H", "H"], "positions_angstrom": [[2.17656, -0.40239, -2.22823], [1.46536, -0.02502, -1.71161], [0.98096, -0.85806, -0.83740], [0.02882, -0.20082, 0.06276], [-0.70948, -0.49956, 1.32198], [-0.23561, 0.90702, 0.98409], [-0.82902, 0.89184, -0.39342], [1.18729, -1.91103, -0.52233], [-0.02695, -1.20489, 1.89888], [-1.75739, -0.67192, 1.55006], [0.04805, 1.78928, 1.36343], [-1.82049, 0.67537, -0.39595], [-0.50809, 1.51018, -1.09227]]}

=====

# 3
{"formula": "C32H31ClN3O5P2V", "method": "ωB97M-V with the def2-TZVPD basis set", "total_energy_ha": -3864.9831, "s2": 2.015, "spin_multiplicity": 3, "total_charge": 2, "max_force_ev_per_a": 3.887, "de_lowest_kcal_mol": 0.00, "e_lumo_ev": [-6.559, -6.625], "mol_weight_g_mol": 685.96, "elements": ["V", "N", "C", "C", "C", "C", "C", "C", "P", "C", "C", "C", "C", "C", "C", "C", "C", "C", "C", "C", "C", "H", "H", "H", "H", "H", "H", "H", "H", "H", "H", "H", "H", "H", "H", "H", "H", "O", "C", "O", "C", "C", "Cl", "N", "N", "C", "C", "O", "O", "C", "C", "C", "C", "C", "C", "H", "H", "H", "H", "H", "H", "C", "P", "C", "C", "O", "H", "H", "H", "H", "H", "H", "H", "H", "H"], "positions_angstrom": [[0.17847, 1.59583, -0.48631], [0.54194, 1.81359, -2.54847], [0.29859, 0.66313, -3.39958], [0.16451, 0.82036, -4.77026], [-0.02131, -0.29354, -5.57340], [-0.04198, -1.56028, -5.00801], [0.10118, -1.71678, -3.63877], [0.24959, -0.60288, -2.81551], [0.48632, -0.64485, -1.00529], [-0.85057, -1.61224, -0.23204], [-1.37439, -1.09727, 0.95966], [-2.40639, -1.74614, 1.61512], [-2.92914, -2.91946, 1.08770], [-2.39724, -3.45173, -0.07731], [-1.36044, -2.80716, -0.73545], [2.10731, -1.42565, -0.77520], [3.13643, -0.69230, -0.18255], [4.39907, -1.25071, -0.06206], [4.63998, -2.53391, -0.52954], [3.61329, -3.26905, -1.10658], [2.34727, -2.72333, -1.22870], [0.06239, 2.63708, -2.90588], [1.53457, 2.04885, -2.56965], [0.22918, 1.80565, -5.21873], [-0.12879, -0.17459, -6.64285], [-0.16565, -2.43012, -5.63880], [0.10081, -2.71513, -3.22625], [-0.94701, -0.20356, 1.39856], [-2.80224, -1.33708, 2.53603], [-3.74547, -3.41920, 1.59201], [-2.78438, -4.38210, -0.47105], [-0.95113, -3.24773, -1.63436], [2.95001, 0.30331, 0.18935], [5.19986, -0.68304, 0.39285], [5.63043, -2.96048, -0.44673], [3.80201, -4.27196, -1.46587], [1.55177, -3.31438, -1.66386], [1.28305, 5.56693, 2.56846], [1.53617, 4.67957, 3.53232], [1.87639, 5.01552, 4.62465], [1.35251, 3.23260, 3.18346], [1.31957, 2.16716, 4.07786], [1.48000, 2.31103, 5.74630], [1.12073, 1.01398, 3.36915], [1.05948, 1.29022, 2.05829], [1.20502, 2.60805, 1.94115], [1.18704, 3.08569, 0.54597], [0.53815, 4.04659, 0.14548], [1.77406, 2.26578, -0.29610], [1.10091, -0.36482, 3.78507], [1.05192, -0.75678, 5.11917], [1.08273, -2.10579, 5.43995], [1.14828, -3.07388, 4.45246], [1.18162, -2.68110, 3.12314], [1.16040, -1.33972, 2.79245], [0.92470, 5.20671, 1.74968], [0.98401, -0.04211, 5.91733], [1.05452, -2.39852, 6.48043], [1.17350, -4.12256, 4.71493], [1.23945, -3.41654, 2.33065], [1.21785, -1.05021, 1.75941], [-3.21300, 1.14507, -3.11021], [-3.06132, 1.82570, -1.44812], [-3.38920, 3.59310, -1.49406], [-4.31170, 1.03753, -0.42830], [-1.65907, 1.54847, -0.88477], [-4.25322, 1.21571, -3.43097], [-2.90681, 0.09808, -3.09682], [-2.59220, 1.69440, -3.81783], [-4.33354, 3.76959, -2.01028], [-2.59003, 4.12362, -2.01134], [-3.46128, 3.96740, -0.47245], [-5.29448, 1.20785, -0.86977], [-4.29235, 1.46630, 0.57377], [-4.11271, -0.03173, -0.37275]]}

=====

# 4
{"formula": "C49H49ClF9LiN6P", "method": "ωB97M-V with the def2-TZVPD basis set", "total_energy_ha": -3932.7120, "total_charge": 1, "max_force_ev_per_a": 3.449, "de_lowest_kcal_mol": 5.85, "e_lumo_ev": [-3.402, -3.411], "mol_weight_g_mol": 966.32, "elements": ["Li", "N", "C", "C", "C", "C", "C", "C", "C", "C", "N", "C", "H", "H", "H", "H", "H", "H", "H", "H", "C", "C", "N", "C", "C", "N", "C", "C", "H", "H", "H", "H", "H", "H", "H", "H", "H", "H", "H", "H", "H", "N", "C", "N", "C", "C", "C", "C", "C", "H", "H", "H", "H", "H", "H", "H", "H", "H", "H", "F", "C", "F", "F", "C", "C", "C", "C", "C", "C", "P", "C", "C", "C", "C", "C", "C", "C", "F", "F", "F", "C", "C", "C", "C", "C", "C", "C", "F", "F", "F", "H", "H", "H", "H", "H", "H", "H", "H", "H", "H", "H", "H", "Cl", "C", "C", "C", "C", "C", "C", "C", "H", "H", "H", "H", "H", "H"], "positions_angstrom": [[-0.01911, 0.17355, -1.93810], [2.50722, 0.74398, -0.72619], [2.87198, 1.92586, -1.37237], [4.19370, 2.18034, -1.67312], [4.52028, 3.29970, -2.45102], [3.56112, 4.21470, -2.82221], [2.20756, 3.97727, -2.48658], [1.16941, 4.90172, -2.74184], [-0.13462, 4.55216, -2.40501], [-0.38699, 3.35688, -1.71259], [0.57520, 2.46809, -1.46055], [1.87442, 2.80532, -1.80193], [3.31729, 0.29277, -0.26782], [1.59943, 0.80175, -0.25688], [4.97003, 1.52803, -1.27445], [5.57458, 3.48860, -2.72149], [3.80345, 5.12580, -3.37811], [1.40691, 5.88990, -3.14529], [-0.92794, 5.27801, -2.58800], [-1.36920, 3.08132, -1.30292], [-2.91609, 0.47886, -5.25822], [-2.23006, 0.51533, -3.91977], [-0.74922, 0.18662, -3.99072], [-0.14397, 1.21566, -4.95719], [-0.88204, 1.32171, -6.29675], [-1.93021, 0.26726, -6.40337], [-1.23563, -1.08028, -6.12569], [-0.65601, -1.12824, -4.71902], [-3.47190, 1.41793, -5.46398], [-3.65481, -0.33781, -5.33033], [-2.74197, -0.19133, -3.20928], [-2.35566, 1.50897, -3.41401], [0.92682, 0.87411, -5.14105], [-0.02186, 2.19175, -4.47010], [-0.16102, 1.19059, -7.14433], [-1.35791, 2.31230, -6.46539], [-2.40978, 0.23510, -7.29590], [-0.46939, -1.24160, -6.91785], [-2.01583, -1.85203, -6.24061], [0.40946, -1.39028, -4.74781], [-1.15195, -1.90871, -4.11133], [0.04970, -1.70028, -1.22152], [0.60119, -2.63600, -1.67743], [1.20381, -3.67854, -2.15853], [2.67848, -3.55626, -2.41795], [3.46854, -4.82725, -2.17859], [2.82019, -6.10631, -2.77150], [1.29974, -6.14536, -2.40251], [0.53417, -4.86037, -2.72473], [3.06583, -2.79340, -1.69652], [2.84992, -3.15591, -3.43512], [3.73902, -4.96184, -1.11411], [4.44308, -4.67123, -2.68492], [3.26494, -7.01299, -2.38354], [2.93909, -6.12198, -3.89990], [1.19379, -6.44396, -1.35180], [0.80709, -6.91097, -2.98973], [-0.48344, -4.92620, -2.29763], [0.39878, -4.67550, -3.81945], [3.04696, 0.81466, 8.46542], [2.24800, 1.77186, 7.94408], [1.34856, 2.07105, 8.96126], [3.06940, 2.88259, 7.79949], [1.56175, 1.43119, 6.63263], [0.57697, 0.39718, 6.66794], [0.01759, -0.01263, 5.49602], [0.34599, 0.67645, 4.30718], [1.40356, 1.63135, 4.26272], [1.96639, 2.07027, 5.44483], [-0.51393, 0.24377, 2.76970], [-2.31215, -0.12817, 2.75812], [-3.10827, 0.21828, 3.86805], [-4.49048, 0.24628, 3.77737], [-5.05091, -0.19130, 2.56918], [-4.30492, -0.74384, 1.52876], [-2.93622, -0.62680, 1.57923], [-6.55130, -0.03446, 2.39886], [-6.93628, -0.07458, 1.08812], [-6.99161, 1.17319, 2.89565], [-7.28517, -1.03081, 3.06045], [0.27199, -1.32757, 2.28977], [1.68103, -1.41747, 2.39971], [2.34915, -2.61006, 2.33863], [1.57677, -3.78203, 2.15334], [0.19004, -3.69926, 1.99979], [-0.46486, -2.50309, 2.01610], [2.14425, -5.15705, 2.26449], [3.49093, -5.21760, 2.50756], [1.92917, -5.94839, 1.10619], [1.47388, -5.83796, 3.29353], [0.33801, -0.12121, 7.60566], [-0.70605, -0.80808, 5.41255], [1.78818, 2.00061, 3.30972], [2.73250, 2.85881, 5.49733], [-2.62089, 0.57765, 4.77093], [-5.14957, 0.58754, 4.58863], [-4.74340, -1.20938, 0.66061], [-2.32598, -0.82407, 0.69457], [2.27623, -0.51531, 2.56880], [3.45768, -2.63733, 2.45482], [-0.34710, -4.63018, 1.83265], [-1.51491, -2.43019, 1.81842], [-2.98664, 6.75591, 3.67664], [-2.23421, 5.20380, 3.26981], [-3.03894, 4.18179, 2.76580], [-2.44612, 3.01707, 2.27022], [-1.03330, 2.86522, 2.31878], [-0.34014, 1.71659, 1.61807], [-0.24925, 3.90037, 2.85169], [-0.84240, 5.05253, 3.37622], [-4.12838, 4.34358, 2.76431], [-3.07986, 2.20403, 1.84857], [0.72357, 1.91020, 1.42331], [-0.82171, 1.48903, 0.67243], [0.84726, 3.85930, 2.84291], [-0.27052, 5.87939, 3.81703]]}